108
Properties=species:S:1:pos:R:3:mulliken_charge:R:1 method="wB97M-V/def2-TZVPD" lumo_energy_ha=-0.016 e_homo_ha=-0.3444 smiles="O=C1CCCO1.O=C1CCCO1.O=C1CCCO1.O=C1CCCO1.OCCO.OCCO.OCCO.OCCO.OCCO.OCCO" homo_lumo_gap_ev=8.94
O 13.36637 -20.09780 2.44385 -0.701
C 14.07452 -19.42981 3.21352 0.405
C 13.63837 -18.50102 4.28168 -0.036
C 14.84162 -18.49441 5.18871 -1.029
C 16.03705 -18.71513 4.25109 0.161
O 15.40630 -19.54122 3.22097 -0.286
H 13.42589 -17.47387 3.98522 0.020
H 12.70998 -18.83915 4.74195 0.430
H 14.91126 -17.57731 5.77367 0.411
H 14.91232 -19.14003 6.06409 0.298
H 16.46396 -17.78063 3.88698 -0.175
H 16.81374 -19.24458 4.80292 0.393
O 15.60610 -16.48045 -3.89450 -0.723
C 14.93104 -17.50265 -3.83883 0.339
C 13.43765 -17.63572 -4.20780 -0.032
C 13.38334 -19.13905 -4.29928 -0.787
C 14.45088 -19.66693 -3.40836 0.137
O 15.44849 -18.67307 -3.55953 -0.334
H 12.82929 -17.21542 -3.40697 -0.059
H 13.19587 -17.01546 -5.07089 0.402
H 12.42298 -19.64507 -4.20062 0.334
H 13.62945 -19.46633 -5.30944 0.349
H 14.04741 -19.78608 -2.40282 -0.197
H 14.74410 -20.64848 -3.78076 0.399
O 7.28309 -13.80165 -3.32642 -0.584
C 8.14771 -13.65494 -2.49374 0.449
C 7.99323 -13.62893 -1.00831 -0.455
C 9.36675 -13.40030 -0.47215 0.023
C 10.32187 -13.62129 -1.68059 0.591
O 9.46144 -13.70075 -2.89313 -0.393
H 7.30746 -12.92338 -0.53925 0.336
H 7.66115 -14.56885 -0.56742 0.115
H 9.41416 -12.41291 -0.01290 0.231
H 9.55205 -14.11738 0.32757 -0.159
H 10.91315 -12.70855 -1.75423 0.053
H 10.91416 -14.52783 -1.55622 -0.222
O 21.59973 -19.21648 0.59092 -0.662
C 20.42428 -19.06511 0.42429 0.410
C 19.64545 -18.38646 -0.68287 -0.138
C 18.27206 -19.08798 -0.50314 0.028
C 18.26640 -19.46471 0.98209 0.119
O 19.65533 -19.67357 1.20670 -0.401
H 19.64988 -17.29756 -0.63405 -0.049
H 20.10839 -18.70233 -1.61775 0.417
H 17.36775 -18.56268 -0.81035 -0.202
H 18.40772 -19.89113 -1.22748 0.288
H 17.88608 -18.68723 1.64464 -0.141
H 17.69232 -20.37799 1.13842 0.310
O 13.52580 -11.73126 -1.73553 -0.524
C 14.25036 -11.75597 -0.50165 -0.049
C 13.25807 -12.15888 0.59806 -0.506
O 12.70731 -13.42665 0.36579 0.046
H 12.98377 -10.94260 -1.65931 0.321
H 15.04590 -12.49076 -0.62532 -0.359
H 14.73598 -10.79315 -0.34270 0.410
H 12.43353 -11.45387 0.70389 0.378
H 13.82458 -12.22900 1.52664 0.368
H 12.16972 -13.55993 1.14990 -0.003
O 11.32508 -21.15585 1.13429 -0.599
C 11.63198 -21.39594 -0.24877 -0.465
C 11.16293 -20.20491 -1.09953 -0.504
O 11.97004 -19.11073 -0.97770 -0.037
H 12.09854 -20.81603 1.59024 0.650
H 12.69955 -21.51824 -0.43164 0.194
H 11.13211 -22.29811 -0.60137 0.405
H 10.13719 -19.94111 -0.84193 0.409
H 11.11392 -20.49466 -2.14917 0.290
H 11.77257 -18.77892 -0.09878 -0.225
O 8.86879 -16.28673 1.59722 -0.454
C 9.48319 -17.24597 2.40176 -0.999
C 10.97379 -17.26919 2.12889 0.872
O 11.54585 -16.12640 2.80404 -0.601
H 8.49505 -16.63820 0.78582 0.286
H 9.32668 -17.03270 3.45918 0.262
H 9.02659 -18.21304 2.19113 0.429
H 11.17431 -17.25168 1.05764 -0.299
H 11.50284 -18.16820 2.44511 0.166
H 11.18487 -15.33293 2.40190 0.303
O 20.33575 -15.06248 -2.02498 -0.491
C 19.41589 -14.07154 -2.19642 -0.758
C 17.95123 -14.52618 -2.27473 0.825
O 17.72368 -14.88614 -3.59823 -0.655
H 20.31953 -15.63256 -2.79721 0.334
H 19.42808 -13.49842 -1.26934 0.194
H 19.53001 -13.51248 -3.12515 0.444
H 17.15958 -13.79653 -2.10441 0.147
H 17.79625 -15.37821 -1.61282 -0.469
H 16.98277 -15.49580 -3.56712 0.586
O 17.22061 -13.53149 0.97321 -0.269
C 18.37763 -13.84250 1.70585 -1.162
C 18.61163 -15.36516 1.52791 0.489
O 17.80982 -16.14196 2.40995 -0.482
H 16.62258 -13.43923 1.71850 0.270
H 19.16384 -13.21797 1.28169 0.372
H 18.19208 -13.82754 2.77983 0.473
H 19.58452 -15.64555 1.93159 0.381
H 18.61272 -15.73219 0.50157 -0.501
H 16.98575 -15.66866 2.54596 0.233
O 13.48640 -15.92526 -1.04531 0.033
C 14.84373 -15.87821 -0.52451 1.270
C 14.93187 -16.95126 0.56757 1.232
O 14.69103 -18.26599 0.03170 -0.309
H 13.13308 -15.03959 -0.93417 -0.246
H 15.45030 -16.18440 -1.37681 -0.788
H 15.12045 -14.87140 -0.21167 -0.176
H 14.11427 -16.86138 1.28281 -0.054
H 15.90479 -16.88019 1.05385 -0.789
H 13.84524 -18.17402 -0.41303 0.020

=====

11
Properties=species:S:1:pos:R:3:lowdin_spin:R:1 method="wB97M-V/def2-TZVPD" lumo_energy_ha="-0.021 / -0.025" e_homo_ha="-0.2144 / -0.3055" e_above_lowest_kcal_mol=22.7 spin_multiplicity=2 homo_lumo_gap_ev="5.27 / 7.63"
O 0.49291 0.78951 -1.63923 0.003
C -0.57721 0.13747 -1.19764 0.015
C 1.60408 0.00218 -1.36601 0.002
O -1.64956 0.62059 -0.89848 0.032
O -0.20840 -1.08780 -0.87582 0.039
C 1.13991 -1.26180 -1.18161 0.006
Li -2.84773 0.33140 0.51470 0.248
F 1.10231 0.12897 1.45249 0.081
H 2.56435 0.36409 -1.71687 0.000
H 1.71706 -2.12761 -0.87279 0.000
Cu -0.50976 -1.02377 2.24511 0.572

=====

43
Properties=species:S:1:pos:R:3:mulliken_charge:R:1 method="wB97M-V/def2-TZVPD" lumo_energy_ha=0.014 e_homo_ha=-0.3516 e_above_lowest_kcal_mol=0.0 smiles="CC1(C)O[C@H]2[C@H](CO[C@]3(COS(N)(=O)=O)OC(C)(C)O[C@H]23)O1" homo_lumo_gap_ev=9.96
C 2.18071 2.23893 2.93733 -1.634
C 1.97788 1.50982 1.60171 1.622
C 3.18567 0.64998 1.23867 -1.522
O 0.83508 0.67528 1.67303 -0.454
C -0.22694 1.25221 0.96398 -0.293
C 0.40784 2.38275 0.12606 0.070
C 0.36844 2.06487 -1.37329 -0.653
O 0.71823 0.71818 -1.62035 -0.559
C -0.24187 -0.19829 -1.20228 1.541
C 0.46110 -1.56926 -1.19359 -1.474
O 1.29234 -1.72268 -0.06976 -0.157
S 0.81959 -2.81352 0.96617 1.146
N 1.18456 -4.19910 0.10606 -0.522
O 1.65393 -2.71391 2.10880 -0.603
O -0.60034 -2.81210 1.10810 -0.622
O -1.31290 -0.23481 -2.12403 -0.525
C -2.54528 -0.06062 -1.42629 1.462
C -3.17595 -1.42313 -1.11251 -1.542
C -3.48245 0.80277 -2.26508 -1.664
O -2.20407 0.63291 -0.24641 -0.503
C -0.92940 0.17119 0.14103 -0.133
O 1.73490 2.46805 0.58150 -0.486
H 1.29646 2.82764 3.17030 0.385
H 3.03664 2.90271 2.86142 0.378
H 2.34368 1.51167 3.72501 0.341
H 4.08479 1.25934 1.22819 0.441
H 3.27457 -0.15103 1.96475 0.317
H 3.02313 0.21434 0.25654 0.237
H -0.98027 1.65534 1.66039 0.431
H -0.09462 3.34497 0.29916 0.349
H -0.62838 2.28304 -1.77249 0.017
H 1.11830 2.66353 -1.89248 0.519
H -0.28709 -2.36418 -1.20988 0.530
H 1.08456 -1.62161 -2.08936 0.380
H 2.14901 -4.45592 0.23994 0.269
H 0.57451 -4.95367 0.37080 0.270
H -3.28214 -1.98684 -2.03523 0.348
H -4.15156 -1.27154 -0.66175 0.440
H -2.55103 -1.98334 -0.42052 0.237
H -2.98579 1.73230 -2.53054 0.369
H -4.37269 1.02547 -1.68453 0.369
H -3.75191 0.27147 -3.17095 0.354
H -1.00125 -0.72322 0.77240 0.521

=====

8
Properties=species:S:1:pos:R:3:mulliken_charge:R:1 method="wB97M-V/def2-TZVPD" lumo_energy_ha=-0.027 e_homo_ha=-0.3979 e_above_lowest_kcal_mol=16.8 smiles="O=C(Cl)/C=C/Cl" homo_lumo_gap_ev=10.10
O -1.35012 1.48177 0.63289 -0.394
C -0.50489 1.07510 -0.07499 0.711
Cl 0.53252 2.46066 -0.95728 -0.323
C 0.24685 -0.10063 -0.37291 -0.306
C 0.00758 -1.07192 0.44515 -0.213
Cl 0.75946 -2.62145 0.32307 -0.141
H 0.98994 0.02901 -1.22839 0.318
H -0.68134 -1.25255 1.23247 0.348